Entry 1:
This record from the Open Molecules 2025 dataset describes a cluster of 2 separate species, C11H14N2O in total in a non-equilibrium geometry. The level of theory is the ωB97M-V functional and the def2-TZVPD basis.

Summary:
highest occupied orbital energy = -8.5 eV
energy above the lowest of the compared OMol25 structures with the same formula, charge and spin = 26.1 kcal per mole
SMILES string = Cc1ccc(O)cc1.Cc1c[nH]cn1
DFT total energy = -612.30912 hartree
net charge = 0
max |F| = 1.35 eV/Å
frontier orbital gap = 9.007 eV

Structure (XYZ):
```
28
Properties=species:S:1:pos:R:3:forces:R:3:nbo_charge:R:1
C -2.965032 1.077027 -0.684989 0.118 0.483 0.331 -0.63
C -2.072586 1.046948 0.533358 -0.455 -0.972 0.824 -0.05
C -0.761452 1.479025 0.583510 -0.234 -0.063 -0.609 -0.18
C 0.038823 1.299893 1.699871 0.196 0.364 0.227 -0.28
C -0.471261 0.663999 2.811178 -0.579 -0.046 -0.201 0.29
O 0.343199 0.536110 3.892140 0.226 -0.707 0.874 -0.68
C -1.802186 0.229836 2.806609 0.645 -0.316 0.889 -0.29
C -2.572895 0.405895 1.687423 -0.021 0.694 -0.671 -0.19
H -3.467848 0.121505 -0.784033 -0.129 -0.124 -0.088 0.22
H -2.391689 1.252473 -1.582233 0.175 0.081 -0.328 0.22
H -3.733247 1.859093 -0.618356 0.158 -0.144 0.025 0.22
H -0.358029 1.908788 -0.315903 0.319 0.299 -0.131 0.21
H 1.040651 1.711612 1.759890 -0.002 -0.181 -0.190 0.23
H 0.055030 -0.180740 4.496513 0.017 0.735 -0.651 0.48
H -2.162510 -0.250488 3.724995 -0.161 0.160 -0.460 0.21
H -3.610103 0.120015 1.674904 -0.225 -0.320 0.138 0.21
C 2.024327 -1.172037 -3.719582 -0.386 0.420 -0.297 -0.64
C 2.096216 -1.056320 -2.237327 0.671 -0.225 0.174 0.08
C 1.224828 -1.457237 -1.271420 -0.346 0.334 0.154 -0.12
N 1.833700 -1.211268 -0.068404 0.209 0.005 -0.020 -0.52
C 3.058523 -0.699196 -0.347767 -0.046 0.103 0.277 0.16
N 3.251904 -0.595914 -1.627448 -0.118 0.000 -0.625 -0.46
H 3.007244 -1.009217 -4.158249 0.074 -0.306 0.126 0.23
H 1.396124 -0.398038 -4.167996 -0.139 0.020 0.117 0.21
H 1.603694 -2.130377 -4.024748 0.189 -0.023 -0.057 0.22
H 0.197701 -1.753714 -1.268197 -0.225 -0.331 -0.289 0.21
H 1.419084 -1.415709 0.821445 0.118 0.172 0.172 0.42
H 3.777779 -0.381974 0.384829 -0.049 -0.113 0.289 0.20
```
Forces are in eV/Å.

=====

Entry 2:
This record from the Open Molecules 2025 dataset describes a structure of composition C11H14N2OPPb in a non-equilibrium geometry. The level of theory is the ωB97M-V functional and the def2-TZVPD basis.

Summary:
highest occupied orbital energy = -10.8 eV
energy above the lowest of the compared OMol25 structures with the same formula, charge and spin = 0.0 kcal per mole
DFT total energy = -1146.21245 hartree
net charge = +1
max |F| = 4.12 eV/Å
frontier orbital gap = 6.198 eV

Structure (XYZ):
```
30
Properties=species:S:1:pos:R:3:forces:R:3:nbo_charge:R:1
C 1.597441 -4.206126 -1.008040 0.712 0.408 0.568 -0.36
C 2.772367 -3.544520 -0.526061 -0.840 -0.758 0.192 -0.33
C 3.048695 -2.452581 -1.393070 -0.416 0.486 -0.694 -0.30
C 2.059023 -2.441943 -2.424984 0.374 0.136 0.679 -0.35
C 1.156587 -3.519824 -2.184229 -0.152 0.602 0.525 -0.25
Pb 0.563729 -1.611129 0.226115 2.380 -2.387 -2.370 1.11
P -1.039362 -2.348641 2.438580 -0.740 -0.284 1.144 -0.05
H 1.208417 -5.159522 -0.647321 0.065 0.425 -0.043 0.24
H 3.417698 -3.893534 0.292015 -0.434 0.231 -0.451 0.24
H 3.938816 -1.807513 -1.354068 -0.580 -0.388 -0.004 0.24
H 0.326461 -3.819532 -2.832746 0.438 0.116 0.306 0.24
H 2.081805 -1.820290 -3.318598 -0.124 -0.067 0.371 0.24
H -0.993529 -1.311003 3.440444 -0.314 -0.753 -0.338 0.07
H -0.648043 -3.525709 3.190051 -0.468 0.824 -0.391 0.09
H -2.452555 -2.537371 2.198740 0.797 0.069 0.512 0.08
N -1.240319 5.484986 0.620576 0.078 -0.547 -0.067 -0.80
C -2.083688 4.435968 0.391387 -0.948 1.337 0.151 0.63
O -3.294788 4.588582 0.289299 1.163 -0.609 0.040 -0.56
C -1.438992 3.085539 0.268324 0.756 -1.254 -0.147 -0.04
C -0.047082 2.875307 0.394611 -0.205 -0.035 0.033 -0.20
C 0.488246 1.607441 0.224625 -1.277 -0.754 -0.379 0.04
N -0.304580 0.534211 -0.090580 -0.919 1.992 0.529 -0.59
C -1.659808 0.703127 -0.169303 1.447 0.779 0.260 0.04
C -2.237342 1.955529 0.008243 -0.026 0.050 0.015 -0.18
H -1.621152 6.414624 0.680489 -0.153 -0.071 -0.013 0.43
H -0.240934 5.387310 0.689578 -0.250 0.063 -0.041 0.39
H 0.667353 3.657937 0.655120 -0.381 -0.136 -0.151 0.23
H 1.561264 1.427794 0.345052 -0.387 -0.035 -0.149 0.23
H -2.265006 -0.185008 -0.360998 0.199 0.242 -0.053 0.22
H -3.320722 2.025892 -0.043248 0.205 0.319 -0.035 0.27
```
Forces are in eV/Å.

=====

Entry 3:
This record from the Open Molecules 2025 dataset describes the ion C11H14N3 with charge +1 in a non-equilibrium geometry. The level of theory is the ωB97M-V functional and the def2-TZVPD basis.

Summary:
highest occupied orbital energy = -12.0 eV
energy above the lowest of the compared OMol25 structures with the same formula, charge and spin = 32.8 kcal per mole
SMILES string = CN[C@@H]1CC(c2ccccc2)=[NH+]C=N1
DFT total energy = -591.50753 hartree
net charge = +1
max |F| = 3.81 eV/Å
frontier orbital gap = 6.991 eV

Structure (XYZ):
```
28
Properties=species:S:1:pos:R:3:forces:R:3:nbo_charge:R:1
C -3.232163 2.481988 0.007336 -3.311 -1.808 -0.508 -0.41
N -2.220229 1.763099 0.678660 3.596 -1.221 0.158 -0.64
C -0.893734 1.564599 0.031799 -1.864 -0.200 -0.799 0.08
C -0.468612 0.117040 0.438285 2.229 2.724 0.578 -0.49
C 0.999320 0.010289 0.006826 -2.913 -0.433 0.497 0.52
C 1.407101 -1.247138 -0.473547 2.379 -0.827 -1.622 -0.21
C 1.047768 -2.389597 0.223329 -2.415 1.421 1.267 -0.13
C 1.417202 -3.636650 -0.117835 -0.055 -1.771 0.761 -0.21
C 2.164055 -3.796575 -1.246385 1.719 -0.129 -1.544 -0.13
C 2.566907 -2.716417 -2.056076 -0.604 1.120 2.195 -0.19
C 2.217091 -1.382429 -1.624307 0.344 -1.502 -2.535 -0.16
N 1.724424 1.069017 0.010640 -2.260 1.752 0.444 -0.50
C 1.226596 2.412987 0.374108 0.221 -2.071 0.508 0.25
N 0.022577 2.644258 0.474342 -1.304 -0.422 -0.757 -0.34
H -4.184610 1.741475 -0.077843 1.792 1.975 0.233 0.19
H -3.524000 3.381483 0.497986 -0.335 0.652 0.446 0.21
H -3.022121 2.735362 -1.020818 0.552 0.014 -0.259 0.20
H -1.915789 1.995980 1.642138 -1.310 0.324 -0.837 0.38
H -0.899724 1.628744 -1.160684 -0.416 -0.077 2.482 0.22
H -0.580175 -0.086243 1.525063 0.194 0.424 -0.448 0.27
H -1.034186 -0.600675 -0.062155 -0.980 -0.976 -0.933 0.26
H 0.260803 -2.211862 0.964351 0.686 -0.423 0.329 0.22
H 1.171740 -4.532314 0.490689 -0.065 0.907 -0.466 0.25
H 2.521267 -4.795686 -1.490223 -0.174 0.179 -0.171 0.24
H 3.252815 -2.901246 -2.868092 -0.295 0.212 -0.330 0.24
H 2.383059 -0.622995 -2.460205 -0.047 -0.439 1.907 0.25
H 2.668990 0.962489 -0.030355 3.360 -0.301 -0.714 0.43
H 1.957584 3.072632 0.727766 1.275 0.894 0.117 0.21
```
Forces are in eV/Å.

=====

Entry 4:
This record from the Open Molecules 2025 dataset describes an isolated molecule of C11H14N4O3S in a non-equilibrium geometry. The level of theory is the ωB97M-V functional and the def2-TZVPD basis.

Summary:
highest occupied orbital energy = -7.2 eV
energy above the lowest of the compared OMol25 structures with the same formula, charge and spin = 305.9 kcal per mole
SMILES string = CC(C)OC(=O)CSc1nnc(-c2ccco2)n1N
DFT total energy = -1269.97999 hartree
net charge = 0
max |F| = 17.33 eV/Å
frontier orbital gap = 6.692 eV

Structure (XYZ):
```
33
Properties=species:S:1:pos:R:3:forces:R:3:nbo_charge:R:1
C -1.891187 -1.426306 -2.606113 -4.450 -4.149 4.557 -0.62
C -0.631717 -1.013357 -3.031505 1.537 0.309 -8.895 0.07
C -0.682325 0.487123 -3.497346 1.438 -1.376 -6.484 -0.60
O 0.375057 -1.399871 -2.233865 0.760 0.869 2.206 -0.49
C 1.610282 -1.294166 -2.598731 5.522 -4.447 -0.269 0.82
O 2.216397 -1.368513 -3.659997 -2.538 1.544 -0.149 -0.58
C 2.649939 -1.619059 -1.432200 -5.992 6.647 1.669 -0.59
S 1.711106 -2.024968 0.121202 0.783 1.405 -0.604 0.28
C 1.069054 -0.370372 0.358140 -1.967 -0.909 1.921 0.13
N 1.026282 0.821061 -0.265906 3.636 -4.247 -1.966 -0.28
N 0.326363 1.644924 0.314616 -4.560 1.615 4.951 -0.19
C -0.345838 0.953185 1.538598 7.953 -0.389 -10.330 0.13
C -1.106744 1.703808 2.224897 -7.110 -3.971 12.067 0.35
C -1.845285 0.985871 3.609284 -3.294 14.986 -8.051 -0.34
C -2.690678 2.308630 3.955483 3.316 -1.845 -7.240 -0.21
C -2.734640 3.303939 2.772864 4.145 -11.684 6.139 0.03
O -1.715723 2.744431 2.039702 -1.163 6.045 -4.592 -0.36
N 0.195287 -0.264632 1.460095 -2.235 -1.758 1.186 -0.18
N -0.364607 -1.434644 2.273567 13.397 0.839 -0.949 -0.58
H -2.244793 -0.861297 -1.636036 0.563 -1.141 -1.636 0.21
H -1.938484 -2.660900 -2.387434 0.420 3.284 -0.090 0.22
H -2.690393 -1.382004 -3.324343 -0.002 0.665 -0.487 0.24
H -0.399782 -1.704813 -4.107442 -0.741 2.055 2.501 0.16
H -1.661663 0.674809 -4.274166 2.904 -0.678 2.351 0.22
H -0.741882 1.085237 -2.704983 -0.497 2.670 3.303 0.20
H 0.381278 0.900917 -4.155395 -3.272 -1.599 2.007 0.23
H 2.880731 -0.464683 -1.347921 0.688 -2.242 0.537 0.26
H 3.449047 -2.195468 -1.569773 2.848 -2.356 -1.115 0.23
H -1.545904 0.278952 4.126074 2.656 -6.517 5.132 0.15
H -3.232672 2.420435 4.770774 -2.567 0.367 3.670 0.18
H -3.021829 4.221384 2.659519 -1.363 5.084 -0.997 0.19
H 0.382448 -1.296470 3.143047 -3.171 -1.092 -2.411 0.38
H -1.213385 -1.318461 2.519858 -7.645 2.016 2.069 0.35
```
Forces are in eV/Å.